{
  "formula": "C18H47MnNO4Si2",
  "method": "ωB97M-V/def2-TZVPD",
  "symbols": ["O", "O", "C", "C", "H", "H", "H", "H", "H", "C", "C", "H", "H", "H", "H", "H", "C", "C", "C", "H", "H", "H", "H", "H", "C", "H", "H", "H", "H", "H", "H", "Mn", "C", "Si", "H", "H", "C", "C", "C", "C", "Si", "H", "H", "C", "C", "C", "H", "H", "H", "H", "H", "H", "H", "H", "H", "H", "H", "H", "H", "H", "H", "H", "H", "H", "N", "C", "C", "O", "O", "H", "H", "H", "H"],
  "xyz": [[-0.724, -1.603, -0.715], [0.965, 1.404, -4.152], [0.012, -2.785, -1.297], [-0.739, -4.045, -1.017], [1.013, -2.733, -0.847], [0.201, -2.692, -2.371], [-0.815, -4.219, 0.042], [-0.163, -4.911, -1.309], [-1.719, -4.018, -1.495], [-1.590, -0.862, -1.614], [-1.545, -1.108, -3.122], [-1.481, 0.212, -1.381], [-2.633, -1.037, -1.264], [-0.558, -0.721, -3.456], [-2.425, -0.639, -3.616], [-1.549, -2.192, -3.287], [0.538, 2.347, -3.147], [2.335, 1.078, -4.015], [-0.879, 2.828, -3.459], [1.171, 3.255, -3.099], [0.561, 1.809, -2.194], [-1.005, 3.141, -4.505], [-1.136, 3.674, -2.807], [-1.585, 2.016, -3.255], [2.843, 0.548, -5.369], [2.333, 0.282, -3.247], [2.954, 1.962, -3.730], [2.265, -0.321, -5.707], [3.894, 0.214, -5.268], [2.794, 1.324, -6.150], [0.408, -0.788, 0.352], [-0.838, -0.009, 1.756], [1.465, -0.769, 0.564], [3.061, 0.123, 1.217], [1.553, -1.827, 0.886], [1.630, -0.506, -0.511], [4.402, -0.649, 0.085], [3.521, -0.257, 2.950], [3.148, 1.932, 0.906], [-2.053, -1.445, 1.890], [-3.496, -0.199, 1.818], [-1.904, -1.986, 2.849], [-1.908, -2.142, 1.042], [-4.760, -0.832, 0.578], [-2.844, 1.505, 1.349], [-4.334, -0.110, 3.505], [2.457, 2.263, 0.139], [4.140, 2.223, 0.564], [2.927, 2.540, 1.784], [4.390, -1.743, 0.168], [5.423, -0.327, 0.327], [4.231, -0.410, -0.975], [2.915, -1.039, 3.393], [3.456, 0.614, 3.596], [4.553, -0.603, 3.007], [-3.278, 1.727, 0.365], [-1.750, 1.724, 1.296], [-3.268, 2.212, 2.075], [-5.422, -0.062, 3.338], [-4.032, 0.804, 4.038], [-4.094, -0.987, 4.127], [-5.750, -0.470, 0.909], [-4.726, -1.936, 0.546], [-4.547, -0.433, -0.427], [-0.642, 0.135, 4.054], [0.356, 1.111, 4.555], [0.994, 1.936, 3.431], [1.890, 2.706, 3.724], [0.434, 1.686, 2.280], [-1.576, 0.399, 4.392], [-0.481, -0.758, 4.536], [-0.137, 1.803, 5.246], [1.154, 0.630, 5.130]],
  "s2": 8.7618,
  "total_energy_ev": -76182.531,
  "max_force_ev_per_a": 4.6,
  "e_lumo_ev": [0.41, 0.36],
  "spin_multiplicity": 6,
  "orbital_gap_ha": [0.2697, 0.3200],
  "e_above_lowest_kcal_mol": 50.3
}

---

{
  "formula": "C5H7FSi",
  "method": "ωB97M-V/def2-TZVPD",
  "symbols": ["C", "C", "C", "C", "C", "F", "Si", "H", "H", "H", "H", "H", "H", "H"],
  "xyz": [[-2.686, 1.926, 0.396], [-1.886, 1.037, 0.275], [1.537, 0.640, -1.899], [1.268, -0.343, -1.004], [0.155, -1.048, 1.665], [-0.987, -1.924, -0.979], [-0.303, -0.697, -0.139], [-3.452, 2.543, 0.826], [2.325, 0.577, -2.599], [1.096, 1.599, -1.767], [1.954, -1.153, -0.889], [-0.324, -1.810, 2.205], [1.203, -1.212, 1.652], [0.101, -0.134, 2.257]],
  "total_energy_ev": -15891.338,
  "max_force_ev_per_a": 4.7,
  "e_lumo_ev": 0.43,
  "spin_multiplicity": 1,
  "orbital_gap_ha": 0.3811,
  "e_above_lowest_kcal_mol": 38.8
}

---

{
  "formula": "C10H11N3S",
  "method": "ωB97M-V/def2-TZVPD",
  "symbols": ["C", "C", "C", "C", "C", "C", "N", "C", "C", "N", "C", "C", "N", "S", "H", "H", "H", "H", "H", "H", "H", "H", "H", "H", "H"],
  "xyz": [[-3.982, -1.480, -0.794], [-2.852, -0.559, -0.390], [-2.834, -0.142, 0.940], [-1.756, 0.797, 1.068], [-0.870, 1.075, 0.074], [0.294, 2.109, 0.071], [1.574, 1.792, -0.573], [2.174, 0.691, -0.248], [1.892, -0.198, 0.800], [2.737, -1.258, 0.993], [3.631, -1.663, 0.170], [3.899, -0.775, -0.966], [3.273, 0.300, -1.111], [-1.463, 0.105, -1.265], [-4.917, -1.295, -1.491], [-3.657, -2.499, -0.924], [-4.448, -1.652, 0.295], [-3.626, -0.286, 1.692], [-1.470, 1.149, 2.169], [0.172, 3.091, -0.365], [0.581, 2.324, 1.141], [1.530, 1.863, -1.703], [1.113, 0.003, 1.541], [4.215, -2.525, 0.462], [4.788, -0.967, -1.585]],
  "total_energy_ev": -25850.935,
  "max_force_ev_per_a": 7.1,
  "e_lumo_ev": 0.61,
  "smiles": "Cc1ccc(CNc2cnccn2)s1",
  "spin_multiplicity": 1,
  "orbital_gap_ha": 0.3280,
  "e_above_lowest_kcal_mol": 44.8
}